(1)
The following is a DFT calculation (ωB97M-V with the def2-TZVPD basis set) of C10H20Ca2F6N3O21S6 as an isolated structure.

The geometry in ORCA input format:
```
! RIJCOSX wB97M-V def2-TZVPD def2/J DEFGRID3
* xyz 1 1
Ca -14.41849 8.66341 16.93167
Ca -9.50025 5.08043 18.63490
N -10.27140 7.14616 18.91308
S -11.79602 7.74214 19.41227
O -12.76014 7.82648 18.33760
O -11.96171 8.69005 20.54841
F -12.22954 6.35544 20.06872
S -9.58183 8.43523 19.30219
O -9.02660 8.44661 20.64486
O -9.97888 9.65237 18.60789
F -8.23016 8.03628 18.44812
N -13.41338 3.85070 16.25279
S -12.94091 5.48972 15.82660
O -11.50249 5.79979 15.94704
O -13.91752 6.53338 16.05686
F -13.12620 5.17089 14.30083
S -13.14947 4.15472 17.74194
O -14.24509 4.83605 18.31622
O -11.78768 4.43828 18.24492
F -13.25369 2.71391 18.28331
N -7.29263 4.03228 21.86712
S -6.49150 5.25342 20.96063
O -5.68302 6.16680 21.75625
O -7.28428 5.70104 19.76619
F -5.38030 4.30266 20.26784
S -8.42033 4.97620 22.21602
O -9.47470 5.01994 21.21425
O -8.13401 6.09583 23.09389
F -9.01582 3.96776 23.36197
C -5.00141 5.99559 17.35484
O -5.75564 6.39057 16.21503
C -7.11006 6.14247 16.15635
O -7.77445 5.55288 17.04112
O -7.56476 6.93218 15.13801
C -8.86612 7.33263 14.95632
H -3.93600 6.03043 17.12726
H -5.39110 5.05553 17.74540
H -5.14116 6.74280 18.13602
H -9.26640 7.77394 15.86908
H -9.46408 6.47651 14.64392
H -8.98459 8.11353 14.20515
C -6.56149 9.25861 23.28952
O -5.25877 9.82204 23.21829
C -5.06714 11.11128 23.34364
O -5.94419 11.98682 23.43311
O -3.76770 11.36796 23.29776
C -3.33683 12.66012 22.80595
H -7.21663 9.63349 24.07588
H -6.51521 8.17540 23.40181
H -7.05763 9.49832 22.34905
H -2.33460 12.47569 22.41915
H -3.29215 13.39309 23.61147
H -3.81306 13.01832 21.89326
C -13.65025 11.73598 22.20306
C -12.18348 11.81988 21.68982
O -11.43582 10.86720 22.38813
C -10.23655 11.08203 22.85373
O -9.54927 12.14647 22.82754
O -9.77329 10.01526 23.42311
C -10.62201 8.85752 23.70946
H -13.90821 10.69888 22.41749
H -14.39648 12.14457 21.52166
H -13.66775 12.27780 23.14869
H -11.88636 12.86566 21.76827
H -12.16310 11.58719 20.62514
H -11.55935 9.09602 24.21208
H -10.00436 8.24432 24.36565
H -10.85639 8.25443 22.83228
*
```

The calculation puts the HOMO-LUMO gap at 3.97 eV.

=====

(2)
The following is a DFT calculation (ωB97M-V with the def2-TZVPD basis set) of the molecule C2H4N2S2.

The geometry in ORCA input format:
```
! RIJCOSX wB97M-V def2-TZVPD def2/J DEFGRID3
* xyz 0 1
C 1.23124 -0.54390 0.57729
N 0.74876 -1.58984 0.10852
S -0.81499 -1.62535 -0.56304
C -1.41940 0.06412 -0.68664
S -0.23201 1.33530 -0.91423
N 0.80404 0.78837 0.45437
H 2.13944 -0.55697 1.08648
H -1.76551 0.47832 0.33984
H -2.15425 0.07322 -1.48792
H 1.46267 1.57673 1.08534
*
```

As for the relative energy (zero: lowest compared OMol25 entry of this formula, charge and spin): 65.7 kcal/mol. The calculation puts the HOMO-LUMO gap at 8.49 eV. As for the SMILES: C1=NSCSN1.

=====

(3)
The following is a DFT calculation (ωB97M-V with the def2-TZVPD basis set) of C16H22IrNO3SSeSi as an isolated structure.

The geometry in ORCA input format:
```
! RIJCOSX wB97M-V def2-TZVPD def2/J DEFGRID3
* xyz 0 5
Ir 0.74447 1.67855 -1.51792
N 0.86692 2.23382 -3.82206
C 0.93192 3.68927 -3.98915
C 2.19264 4.27554 -3.36934
C 2.13393 4.42608 -1.81100
O 2.88000 5.23632 -1.30285
O 1.29654 3.69274 -1.20626
H 1.66262 1.79842 -4.28578
H 0.01807 1.87164 -4.25153
H 0.05017 4.12120 -3.50576
H 0.89747 3.95026 -5.05574
H 2.38989 5.27176 -3.76780
H 3.05898 3.64239 -3.57720
C -1.53612 4.39838 0.55567
Si -1.97006 2.54818 0.70203
C -3.74104 2.19967 1.31970
C -0.63044 1.56594 1.64155
Se -1.88675 1.68582 -1.48636
H -1.63068 4.91776 1.50457
H -2.17942 4.90024 -0.16278
H -0.50747 4.51140 0.21474
H -3.91823 2.62662 2.30019
H -3.92740 1.13303 1.38332
H -4.47746 2.60625 0.63562
H -0.50040 1.88178 2.67169
H 0.33102 1.68689 1.12347
H -0.86406 0.50432 1.64151
C -1.52901 -6.08259 2.42171
C -0.39867 -6.77204 3.12690
O -0.54366 -7.63206 3.94718
S 1.28422 -6.37208 2.66203
C 1.21775 -4.86168 1.71217
C 0.78244 -3.67969 2.30260
C 0.81003 -2.50985 1.57825
C 1.27397 -2.50606 0.25620
C 1.71200 -3.69988 -0.32513
C 1.68480 -4.87041 0.40385
C 1.27738 -1.28238 -0.43026
C 1.22662 -0.17876 -0.95734
H -2.30722 -5.86247 3.15147
H -1.93717 -6.79434 1.70049
H -1.23718 -5.17832 1.89594
H 0.42574 -3.68741 3.32144
H 0.47958 -1.57764 2.01343
H 2.07020 -3.70275 -1.34269
H 2.02307 -5.80384 -0.02072
*
```

The calculation puts the HOMO-LUMO gap (alpha / beta) at 8.06 / 5.64 eV. As for the expectation value of S²: 6.035.

=====

(4)
The following is a DFT calculation (ωB97M-V with the def2-TZVPD basis set) of the molecule C4H6ClNO3S.

The geometry in ORCA input format:
```
! RIJCOSX wB97M-V def2-TZVPD def2/J DEFGRID3
* xyz 0 1
C 0.60042 1.28501 -1.41190
C 0.59571 0.16541 -0.39744
C 0.19886 0.57553 1.00408
Cl 1.56863 1.27824 1.89868
C -0.33946 -0.64709 1.76074
O -0.35165 -0.77197 2.95256
N -0.80019 -1.54930 0.85748
S -0.72176 -1.03404 -0.76835
O -1.93862 -0.36670 -1.09483
O -0.31419 -2.14047 -1.56717
H -0.40496 1.68814 -1.51344
H 0.92241 0.91247 -2.38104
H 1.27550 2.07799 -1.09563
H 1.52633 -0.40085 -0.39405
H -0.59014 1.33440 0.97806
H -1.22690 -2.40678 1.17225
*
```

As for the relative energy (zero: lowest compared OMol25 entry of this formula, charge and spin): 0.0 kcal/mol. The calculation puts the HOMO-LUMO gap at 11.36 eV. As for the SMILES: C[C@H]1[C@H](Cl)C(=O)NS1(=O)=O.

=====

Largest force on an atom (computed, eV/A): 11.59; 5.17; 2.96; 0.97
E_tot (computed, eV): -176345.4841; -26787.1657; -111477.3577; -35235.5643